(1)
Here is C3H6N2O3 in the gas phase in a non-equilibrium geometry from OMol25. Energies are from ωB97M-V with the def2-TZVPD basis set.

The calculation puts the energy relative to the best compared isomer or geometry (same formula, charge and spin) at 473.6 kJ/mol. The LUMO energy is 0.26 eV. The value obtained for the molecular weight is 118.1 g/mol.

Element x y z (Å)
C -2.203 -0.424 0.160
C 0.128 -0.259 -0.217
C 0.119 1.285 -0.206
H -2.949 -0.513 -0.767
H -2.128 0.616 0.523
H -2.662 -1.163 0.992
H 1.230 -1.987 0.300
H 3.067 -0.055 -0.925
H 1.770 0.920 0.574
N -0.878 -0.945 -0.011
N 1.338 -1.046 -0.414
O 2.626 -0.287 0.007
O 1.225 1.727 0.523
O -0.682 2.130 -0.541

(2)
Here is C3H6N2O3 in the gas phase in a non-equilibrium geometry from OMol25. Energies are from ωB97M-V with the def2-TZVPD basis set.

The calculation puts the energy relative to the best compared isomer or geometry (same formula, charge and spin) at 476.8 kJ/mol. The LUMO energy is 0.36 eV. The value obtained for the molecular weight is 118.1 g/mol.

Element x y z (Å)
C -0.197 -0.965 -0.494
C -0.130 0.435 0.143
C -1.588 2.319 -0.092
H 1.178 -1.597 1.421
H 2.282 -0.722 0.800
H 0.898 -2.653 -1.204
H -0.047 0.361 1.119
H 0.735 0.951 -0.164
H -2.533 2.532 -0.483
N 1.856 -1.858 0.641
N 0.841 -1.762 -0.485
O -1.280 -1.149 -0.990
O -1.320 1.079 -0.488
O -0.695 3.030 0.277

(3)
Here is a molecular structure, C3H6N2O3 in a non-equilibrium geometry from OMol25. Energies are from ωB97M-V with the def2-TZVPD basis set.

The calculation puts the energy relative to the best compared isomer or geometry (same formula, charge and spin) at 847.8 kJ/mol. The LUMO energy is 0.55 eV. The value obtained for the molecular weight is 118.1 g/mol.

Element x y z (Å)
C -2.695 -0.234 0.154
C -1.301 -0.743 0.127
C 1.733 0.356 -0.176
H -1.980 1.580 0.331
H -3.061 -0.606 -0.807
H -3.174 -0.641 1.121
H -1.093 -1.860 0.199
H 1.677 1.511 -0.358
H 4.922 -0.386 -0.445
N -0.350 0.048 -0.060
N 2.950 -0.201 0.153
O -2.718 1.143 -0.065
O 0.825 -0.464 -0.401
O 4.265 0.495 0.228

(4)
Here is a gas-phase ion, C3H6N2O5S (charge -2) in a non-equilibrium geometry from OMol25. Energies are from ωB97M-V with the def2-TZVPD basis set.

The calculation puts the energy relative to the best compared isomer or geometry (same formula, charge and spin) at 0.0 kJ/mol. Its charge is -2. The LUMO energy is 6.55 eV. The value obtained for the molecular weight is 182.2 g/mol.

Element x y z (Å)
C -1.080 -0.925 -1.343
C 1.207 -1.334 0.550
C 1.240 0.927 0.122
N -0.881 -0.323 0.155
N 0.471 -0.140 0.666
O -0.099 -0.940 -1.993
O -1.272 1.746 1.603
O -2.168 -1.402 -1.464
O -3.101 0.603 0.517
O -1.409 1.961 -0.835
S -1.742 1.127 0.336
H 0.596 -2.188 0.540
H 1.890 -1.422 -0.354
H 1.898 -1.425 1.456
H 1.890 0.703 -0.684
H 0.589 1.733 -0.248
H 1.970 1.300 0.979

(5)
Here is C3H6N2OS in the gas phase in a non-equilibrium geometry from OMol25. Energies are from ωB97M-V with the def2-TZVPD basis set.

The calculation puts the energy relative to the best compared isomer or geometry (same formula, charge and spin) at 347.2 kJ/mol. The LUMO energy is 0.70 eV. The value obtained for the molecular weight is 118.2 g/mol.

Element x y z (Å)
C -1.707 0.350 0.012
C 0.427 1.179 -0.092
C 0.085 -1.256 0.210
N -1.815 1.681 -0.035
N -0.384 0.021 -0.008
O -0.493 2.198 0.202
S -2.969 -0.727 -0.091
H 1.359 1.254 0.418
H 0.584 1.369 -1.132
H -0.698 -2.046 0.360
H 0.881 -1.668 -0.590
H 0.641 -1.123 1.172
H -2.596 2.152 0.431

(6)
Here is C3H6N2OS in the gas phase in a non-equilibrium geometry from OMol25. Energies are from ωB97M-V with the def2-TZVPD basis set.

The calculation puts the energy relative to the best compared isomer or geometry (same formula, charge and spin) at 287.3 kJ/mol. The LUMO energy is 0.51 eV. The value obtained for the molecular weight is 118.2 g/mol.

Element x y z (Å)
C 2.403 1.582 0.497
C 0.622 0.356 -0.615
C -1.242 -1.369 0.883
H 3.155 0.680 0.725
H 2.963 2.063 -0.483
H 2.498 2.140 1.512
H 0.309 1.865 0.715
H 1.348 -0.745 -2.231
H -0.528 -1.501 1.771
N 0.996 1.152 0.479
N 1.437 0.051 -1.494
O -2.340 -1.919 0.841
S -1.172 -0.061 -0.388

(7)
Here is C3H6N2OS in the gas phase in a non-equilibrium geometry from OMol25. Energies are from ωB97M-V with the def2-TZVPD basis set.

The calculation puts the energy relative to the best compared isomer or geometry (same formula, charge and spin) at 387.5 kJ/mol. The LUMO energy is 0.06 eV. The value obtained for the molecular weight is 118.2 g/mol.

Element x y z (Å)
C 2.636 -0.367 -0.567
C 0.562 -0.727 0.538
C -1.278 0.662 -0.181
H 3.145 -1.122 -1.164
H 3.420 0.176 0.081
H 2.078 0.351 -1.196
H -0.176 -1.214 1.159
H 0.799 1.815 1.234
H -1.516 1.693 -0.382
N 1.759 -1.137 0.352
N 0.035 0.468 -0.071
O 0.764 1.735 0.196
S -2.371 -0.519 -0.125

(8)
Here is C3H6N2OS in the gas phase in a non-equilibrium geometry from OMol25. Energies are from ωB97M-V with the def2-TZVPD basis set.

The calculation puts the energy relative to the best compared isomer or geometry (same formula, charge and spin) at 500.0 kJ/mol. The LUMO energy is 0.71 eV. The value obtained for the molecular weight is 118.2 g/mol.

Element x y z (Å)
C -0.210 0.140 0.118
C 2.138 -0.796 0.342
C 2.149 0.110 -0.822
H -2.435 0.385 0.366
H -0.085 1.878 1.219
H 2.987 -0.886 1.029
H 1.685 -1.687 -0.036
H 1.860 -0.445 -1.921
H 2.915 0.885 -1.021
N -0.808 1.060 0.893
N 1.183 0.479 0.128
O -2.197 0.925 1.162
S -1.028 -0.939 -0.869

(9)
Here is C3H6N2OS in the gas phase in a non-equilibrium geometry from OMol25. Energies are from ωB97M-V with the def2-TZVPD basis set.

The calculation puts the energy relative to the best compared isomer or geometry (same formula, charge and spin) at 188.4 kJ/mol. The LUMO energy is 0.59 eV. The value obtained for the molecular weight is 118.2 g/mol.

Element x y z (Å)
C -0.302 0.151 -0.672
C 0.613 0.902 0.279
C -0.269 -1.259 -0.147
H -0.222 1.491 -2.693
H -1.359 0.486 -0.543
H 1.600 0.786 -0.064
H 0.270 1.954 0.488
H -0.326 0.562 2.104
H 0.243 -2.003 1.637
N 0.443 0.163 1.574
N -0.021 -1.148 1.184
O -0.628 -2.255 -0.713
S -0.041 0.169 -2.433

(10)
Here is C3H6N2OS in the gas phase in a non-equilibrium geometry from OMol25. Energies are from ωB97M-V with the def2-TZVPD basis set.

The calculation puts the energy relative to the best compared isomer or geometry (same formula, charge and spin) at 375.6 kJ/mol. The LUMO energy is 0.83 eV. The value obtained for the molecular weight is 118.2 g/mol.

Element x y z (Å)
C 2.215 -0.065 -0.037
C 0.991 -0.941 -0.045
C -1.604 1.308 -0.013
H 2.691 -0.057 0.978
H 2.016 0.991 -0.233
H 2.958 -0.444 -0.723
H 1.083 -2.023 0.067
H -1.473 2.393 0.058
H -2.192 -1.425 0.021
N -0.251 -0.583 -0.002
N -2.783 0.792 -0.047
O -0.322 0.816 -0.010
S -3.331 -0.762 -0.015

(11)
Here is C3H6N2OS in the gas phase in a non-equilibrium geometry from OMol25. Energies are from ωB97M-V with the def2-TZVPD basis set.

The calculation puts the energy relative to the best compared isomer or geometry (same formula, charge and spin) at 351.6 kJ/mol. Its expectation value of S² is 2.01. The spin multiplicity is 3. The LUMO energy (spin up / spin down) is 0.56 / -2.60 eV. The value obtained for the molecular weight is 118.2 g/mol.

Element x y z (Å)
C 0.722 -0.030 0.592
C -0.240 0.834 0.241
C -0.638 2.170 0.946
N 1.247 -1.110 -0.063
N -0.876 -2.183 -1.305
O 1.530 -3.028 -1.445
S 0.595 -2.075 -0.963
H 1.308 0.071 1.582
H -0.892 0.767 -0.625
H 0.143 2.782 0.296
H -0.265 2.197 2.003
H -1.664 2.569 0.802
H -0.970 -2.965 -2.059

(12)
Here is a molecular structure, C3H6N2OS in a non-equilibrium geometry from OMol25. Energies are from ωB97M-V with the def2-TZVPD basis set.

The calculation puts the energy relative to the best compared isomer or geometry (same formula, charge and spin) at 192.2 kJ/mol. Its expectation value of S² is 2.01. The spin multiplicity is 3. The LUMO energy (spin up / spin down) is 0.67 / -3.49 eV. The value obtained for the molecular weight is 118.2 g/mol.

Element x y z (Å)
C -0.051 -0.721 1.149
C 0.224 -0.568 -0.302
C 1.432 0.440 -0.406
N -1.165 -0.405 1.699
N -1.084 -0.271 -0.861
O -2.271 1.609 0.540
S -2.158 0.170 0.426
H 0.851 -0.942 1.747
H 0.439 -1.507 -0.835
H 0.970 1.393 -0.113
H 1.696 0.522 -1.517
H 2.331 0.095 0.259
H -1.215 0.185 -1.786